Record 1
Molecular formula: C25H19Cl5IrN4S3
Method: DFT, ωB97M-V/def2-TZVPD

The geometry in XYZ format:
```
57
Properties=species:S:1:pos:R:3:forces:R:3
Ir 0.715126 -0.007064 0.604684 0.35 0.45 -0.16
Cl -0.372783 -3.311140 -0.632032 -0.13 0.04 0.03
C 1.264100 -2.998406 -0.185779 0.25 0.32 -0.07
C 1.652956 -1.708794 0.183922 -0.41 -0.24 0.53
C 2.993271 -1.537279 0.495502 -0.09 -0.03 -0.04
Cl 3.348109 0.091470 1.030081 -0.39 -0.10 0.02
C 3.943218 -2.537057 0.456392 0.13 0.16 0.02
Cl 5.572920 -2.194914 0.867687 -0.01 -0.01 0.00
C 3.534147 -3.814365 0.084400 -0.05 -0.09 -0.03
Cl 4.676691 -5.095052 0.016432 0.00 0.02 0.01
C 2.194795 -4.040500 -0.232692 -0.01 0.00 -0.04
Cl 1.689057 -5.621296 -0.682784 0.01 0.02 -0.01
S -2.911364 0.164278 2.425302 0.11 -0.08 -0.04
C -2.268258 0.960888 1.107614 -0.04 0.19 -0.20
S -1.477126 -0.306036 0.142280 -0.21 -0.21 0.11
C -2.357620 2.276248 0.732990 0.07 -0.23 0.22
C -1.906098 2.746079 -0.527890 0.26 -0.02 -0.23
N -1.539027 3.130861 -1.549483 -0.16 0.06 0.00
C -2.980562 3.218847 1.599714 -0.11 0.13 0.08
N -3.478073 3.981307 2.302536 -0.02 0.00 0.04
C 0.510652 2.836792 5.227093 -0.03 -0.08 0.06
C 0.784692 3.027227 3.857835 0.01 0.00 -0.11
C 0.740568 1.967177 2.996462 -0.02 0.05 0.00
C 0.419987 0.659571 3.444760 -0.09 -0.16 0.06
C 0.337105 -0.457903 2.554805 0.26 -0.27 -0.13
C -0.018663 -1.684626 3.062566 0.18 0.09 -0.20
C -0.283710 -1.866619 4.434713 -0.08 0.11 0.11
C -0.217871 -0.806706 5.293744 -0.03 -0.13 -0.03
C 0.131352 0.479118 4.819595 0.04 0.07 0.02
C 0.192384 1.592682 5.692011 0.03 0.09 -0.02
H 0.544968 3.681142 5.902353 0.00 0.00 0.01
H 1.025735 4.015712 3.489985 -0.01 0.01 -0.01
H 0.951005 2.148637 1.941100 0.01 0.02 0.01
H -0.102881 -2.535142 2.394070 -0.02 0.00 0.03
H -0.558139 -2.847485 4.801413 0.00 -0.02 0.00
H -0.435571 -0.930993 6.347502 0.00 -0.01 0.01
H -0.027214 1.438943 6.741618 -0.01 0.00 0.02
C -0.414855 1.586146 -6.097024 0.00 -0.01 -0.02
C -1.045756 1.685345 -4.718457 -0.08 -0.01 0.02
N -0.060362 1.659791 -3.642537 0.17 0.10 -0.10
C 0.261020 0.721797 -2.761797 -0.16 0.02 0.11
S 1.224141 1.243953 -1.424275 0.38 -0.09 -0.08
N -0.083394 -0.556639 -2.841925 0.02 -0.11 0.12
C -0.875824 -1.291992 -3.819101 0.02 -0.04 -0.06
C -2.337832 -1.412047 -3.417579 -0.02 -0.02 -0.04
H -1.180679 1.663006 -6.868343 -0.02 0.00 -0.01
H 0.113474 0.641199 -6.229315 0.00 -0.01 0.01
H 0.302752 2.391373 -6.252216 0.01 0.01 0.01
H -1.783767 0.904522 -4.555879 0.03 0.06 -0.02
H -1.579086 2.630324 -4.605123 0.01 -0.01 -0.02
H 0.279566 2.568605 -3.364112 -0.11 -0.01 0.07
H 0.196700 -1.085186 -2.025620 0.01 0.02 -0.09
H -0.426062 -2.284425 -3.881439 -0.03 0.01 -0.01
H -0.752466 -0.837631 -4.800539 -0.01 -0.04 0.04
H -2.428093 -1.891491 -2.443720 0.01 -0.01 0.02
H -2.878099 -2.015594 -4.146852 -0.02 0.00 -0.02
H -2.819256 -0.436660 -3.344649 0.00 0.01 0.01
```
Forces are in eV/Å.

Calculated values
- Kohn-Sham gap (spin up / spin down) (eV) = 6.72 / 5.66
- multiplicity = 2
- calculated total energy (a.u.) = -4782.92039
- lowest unoccupied orbital energy (spin up / spin down) (eV) = -1.1 / -2.2

The Mulliken scheme yields these atomic charges, measured in e:
1 Ir 0.58
2 Cl -0.13
3 C 0.95
4 C -1.16
5 C 0.81
6 Cl -0.13
7 C -0.17
8 Cl -0.19
9 C 0.42
10 Cl -0.19
11 C 0.01
12 Cl -0.19
13 S -0.04
14 C 0.32
15 S -0.05
16 C 0.54
17 C 0.09
18 N -0.45
19 C -0.46
20 N -0.49
21 C -0.54
22 C -1.13
23 C -0.58
24 C 1.24
25 C 0.10
26 C -0.37
27 C -0.99
28 C -0.89
29 C 0.98
30 C -0.83
31 H 0.39
32 H 0.42
33 H 0.30
34 H 0.37
35 H 0.40
36 H 0.36
37 H 0.39
38 C -1.20
39 C -0.25
40 N -0.04
41 C 0.79
42 S -0.38
43 N 0.21
44 C -0.50
45 C -0.89
46 H 0.38
47 H 0.25
48 H 0.36
49 H -0.03
50 H 0.43
51 H 0.32
52 H -0.53
53 H 0.39
54 H 0.14
55 H 0.21
56 H 0.43
57 H 0.21


Record 2
Molecular formula: C27H40O5Zn
Method: DFT, ωB97M-V/def2-TZVPD

The geometry in XYZ format:
```
73
Properties=species:S:1:pos:R:3:forces:R:3
C -5.803470 5.583247 1.529508 -0.16 0.74 0.28
O -4.932590 4.904850 0.615373 -0.73 -0.85 0.75
C -5.349827 3.538389 0.427076 0.43 -0.33 -0.37
C -4.247949 2.830571 -0.468595 -0.84 0.36 0.52
C -4.423180 1.263573 -0.510056 0.43 0.30 0.32
C -3.643810 0.570989 -1.709323 -1.18 0.98 -0.56
C -4.563022 -0.499933 -2.417090 -0.04 0.49 0.31
C -4.696218 -1.885571 -1.658687 0.33 -0.07 -0.87
C -3.524986 -2.221536 -0.669725 -0.27 -1.56 0.28
C -2.231923 -2.794720 -1.429326 -0.73 1.03 -0.19
C -0.876237 -2.207273 -0.884670 0.76 -0.36 0.18
C -0.075854 -3.204353 0.077673 -1.60 0.24 -0.26
C -0.552457 -2.929132 1.558749 1.01 -0.68 0.23
C 0.394549 -2.066554 2.425137 -0.23 0.12 -0.24
C 1.418434 -1.203917 2.151883 -1.56 -1.37 0.96
C 1.940883 -0.841954 0.740987 -0.16 -0.44 0.51
O 2.632120 0.451258 0.747522 1.21 -0.47 -0.38
C 3.969354 0.341028 0.536528 2.34 -0.11 0.41
C 4.912153 0.272318 1.673175 0.67 0.00 -1.38
C 6.404497 0.192047 1.535857 -0.47 0.16 -1.63
C 7.347631 0.162763 2.769115 -0.45 0.03 -0.24
C 6.980482 0.159126 0.197353 -2.19 0.23 0.91
C 6.063348 0.220822 -0.968385 0.38 1.63 1.24
C 4.530700 0.329404 -0.828443 0.56 0.41 0.54
C 3.708472 0.428779 -2.149302 0.08 0.76 0.01
C 2.639005 1.622786 -2.026789 0.75 -0.51 -0.02
C 3.080456 -0.946515 -2.634915 -0.02 0.17 -0.54
C 1.837794 -0.688229 3.564128 0.40 -0.13 -2.06
O 2.403308 0.357737 3.706926 0.15 -0.83 0.98
O 1.405293 -1.588034 4.533175 -0.68 1.63 -0.81
C 0.200345 -2.123805 3.973704 1.04 -0.17 -1.46
O -0.704206 -2.516861 4.608933 0.21 -0.05 0.03
H -6.283885 4.877696 2.258624 0.38 0.54 -0.69
H -6.602395 6.151430 0.965406 0.71 -0.66 0.56
H -5.203584 6.331040 2.122055 -0.51 -0.75 -0.72
H -5.468750 3.009022 1.421497 0.24 0.56 -0.85
H -6.363843 3.536835 -0.065185 0.85 -0.16 0.29
H -4.390880 3.257187 -1.500837 0.49 -0.42 0.92
H -3.265577 3.157249 -0.020224 -0.83 -0.42 -0.74
H -5.534727 1.073476 -0.570535 1.17 -0.08 -0.09
H -4.059668 0.823450 0.458483 -0.50 0.43 -0.69
H -3.473435 1.392770 -2.468881 -0.06 -0.89 0.68
H -2.627131 0.195548 -1.428112 -0.92 0.16 -0.08
H -5.599392 -0.051432 -2.448991 1.11 -0.39 -0.15
H -4.241609 -0.582385 -3.489325 -0.18 -0.32 1.00
H -5.717913 -1.956558 -1.197673 1.15 0.09 -0.08
H -4.675937 -2.687376 -2.457501 -0.14 0.68 0.92
H -3.888247 -3.087621 -0.036716 0.25 1.04 -0.45
H -3.269284 -1.406935 0.056395 -0.25 -0.48 -0.83
H -2.373004 -2.511074 -2.511310 0.40 -0.28 0.99
H -2.278159 -3.912820 -1.385244 0.30 0.96 -0.04
H -0.179838 -1.923255 -1.718901 -0.76 -0.17 0.47
H -1.103590 -1.275952 -0.288812 0.26 -0.72 -0.72
H -0.428653 -4.239068 -0.197049 0.60 0.97 0.32
H 1.031427 -3.178972 -0.078682 -0.90 0.05 0.32
H -0.626149 -3.934853 2.069266 -0.08 1.19 -0.22
H -1.573986 -2.472075 1.547144 0.79 -0.43 0.15
H 2.671338 -1.624241 0.384909 -0.79 0.67 0.38
H 1.109622 -0.759081 -0.003450 0.66 -0.09 0.78
H 4.509123 0.298406 2.717315 0.10 0.03 -1.10
H 8.294605 -0.369022 2.506372 -0.86 0.30 0.27
H 6.829706 -0.339003 3.624501 0.56 0.38 -0.70
H 7.651631 1.194665 3.115361 -0.54 -0.92 -0.50
H 8.085345 0.093563 0.071299 -1.07 0.01 -0.07
H 6.497631 0.190502 -2.003152 -0.56 -0.48 0.94
H 4.429577 0.761903 -2.956019 -0.49 -0.50 0.89
H 2.647609 2.267862 -2.944894 -0.17 -0.83 0.70
H 1.631436 1.172011 -1.856613 0.76 0.83 0.04
H 2.971745 2.263997 -1.164277 -0.76 -0.41 -0.61
H 3.444951 -1.132557 -3.683540 -0.29 0.03 1.11
H 1.961428 -0.853251 -2.729086 1.15 -0.23 0.43
H 3.382689 -1.819178 -1.997828 -0.42 0.81 -0.59
Zn 5.836680 2.556795 -1.133287 -0.32 -1.44 0.29
```
Forces are in eV/Å.

Calculated values
- Kohn-Sham gap (eV) = 1.25
- multiplicity = 1
- calculated total energy (a.u.) = -3207.45920
- charge = +2
- lowest unoccupied orbital energy (eV) = -11.4

The Mulliken scheme yields these atomic charges, measured in e:
1 C -0.65
2 O -0.29
3 C -0.59
4 C -0.44
5 C -0.54
6 C -0.06
7 C -0.88
8 C -0.95
9 C -0.33
10 C -0.79
11 C -0.22
12 C -0.82
13 C -0.54
14 C -0.03
15 C 0.86
16 C 0.45
17 O -0.41
18 C 0.64
19 C -0.18
20 C 0.26
21 C -1.30
22 C -0.44
23 C -0.56
24 C -0.21
25 C 0.46
26 C -1.11
27 C -1.12
28 C 0.17
29 O -0.54
30 O -0.28
31 C -0.29
32 O -0.41
33 H 0.31
34 H 0.25
35 H 0.23
36 H 0.37
37 H 0.31
38 H 0.27
39 H 0.19
40 H 0.28
41 H 0.26
42 H 0.48
43 H -0.18
44 H 0.42
45 H 0.37
46 H 0.38
47 H 0.31
48 H 0.39
49 H 0.15
50 H 0.41
51 H 0.33
52 H -0.11
53 H 0.41
54 H 0.53
55 H 0.30
56 H 0.49
57 H 0.30
58 H 0.27
59 H -0.27
60 H 0.54
61 H 0.40
62 H 0.38
63 H 0.30
64 H 0.46
65 H 0.49
66 H 0.61
67 H 0.35
68 H 0.20
69 H 0.28
70 H 0.35
71 H 0.17
72 H 0.35
73 Zn 0.84


Record 3
Molecular formula: CFNO2
Method: DFT, ωB97M-V/def2-TZVPD

The geometry in XYZ format:
```
5
Properties=species:S:1:pos:R:3:forces:R:3
C -0.385556 -0.422413 0.674382 -1.04 -0.69 1.05
N -0.056156 1.208083 -0.902733 0.37 0.07 -0.83
O 0.672459 0.926556 -1.734485 -0.88 -0.08 1.28
O -1.107688 -0.872682 1.515097 1.58 1.06 -1.86
F 0.876941 -0.839543 0.447740 -0.03 -0.36 0.36
```
Forces are in eV/Å.

Calculated values
- Kohn-Sham gap (spin up / spin down) (eV) = 8.78 / 8.17
- multiplicity = 1
- calculated total energy (a.u.) = -343.06609
- lowest unoccupied orbital energy (spin up / spin down) (eV) = -0.9 / -1.2

The Mulliken scheme yields these atomic charges, measured in e:
1 C 0.41
2 N 0.23
3 O -0.12
4 O -0.35
5 F -0.18


Record 4
Molecular formula: C5H7N
Method: DFT, ωB97M-V/def2-TZVPD

The geometry in XYZ format:
```
13
Properties=species:S:1:pos:R:3:forces:R:3
C -1.153735 -0.640737 0.263962 0.16 -2.68 0.65
C -1.215469 0.855773 0.633533 2.22 -0.92 -1.01
C 0.084313 1.329774 0.321060 -3.30 -0.63 2.30
C 1.136463 0.310368 -0.072891 -0.64 -2.21 0.40
C 0.375341 -1.002011 0.124525 0.13 1.30 -2.44
H -1.703023 -0.944758 -0.673174 0.76 0.70 0.67
H -1.485113 -1.453765 0.949319 -0.62 1.22 0.44
H -2.194544 1.363515 1.076905 2.68 -0.85 -1.25
H 0.195782 2.249949 0.815451 1.22 1.64 -0.34
H 2.237740 0.090003 0.224328 -2.02 1.79 -0.37
H 1.641535 -1.009649 -1.620507 -2.62 1.30 0.83
H 1.022246 -1.828932 0.522394 -1.57 0.51 -0.25
N 0.703414 -0.512196 -1.273694 3.61 -1.18 0.37
```
Forces are in eV/Å.

Calculated values
- SMILES string = C1=C[C@@H]2N[C@@H]2C1
- Kohn-Sham gap (eV) = 9.68
- multiplicity = 1
- calculated total energy (a.u.) = -249.33161
- lowest unoccupied orbital energy (eV) = 1.0

The Mulliken scheme yields these atomic charges, measured in e:
1 C -0.61
2 C -0.25
3 C -0.72
4 C 0.06
5 C -0.05
6 H 0.23
7 H 0.31
8 H 0.29
9 H 0.38
10 H 0.34
11 H 0.25
12 H 0.41
13 N -0.64


Record 5
Molecular formula: C5H9N2
Method: DFT, ωB97M-V/def2-TZVPD

The geometry in XYZ format:
```
16
Properties=species:S:1:pos:R:3:forces:R:3
C -1.396914 -0.495995 0.673483 -1.39 1.35 0.69
C 0.359768 -0.242085 -1.018913 -1.34 0.04 0.45
C -0.535191 -1.571789 0.832154 1.77 -4.84 1.19
C 0.852710 0.361542 0.321013 -1.94 -0.59 -1.08
C 0.637834 1.889218 0.173237 3.18 0.26 -0.50
N -0.767679 -1.105377 -0.547872 0.52 0.23 -0.44
N -0.091931 -0.278621 1.301576 0.11 -0.24 -0.25
H -2.378991 0.015252 0.844747 1.05 -0.88 -0.37
H -0.064507 0.397655 -1.737349 -0.91 1.65 -0.31
H 1.089936 -0.653091 -1.640525 1.32 -1.98 -0.28
H -0.130497 -3.348257 1.079468 -1.14 4.42 -0.30
H 1.829937 -0.127701 0.476380 -0.08 1.29 0.44
H -0.347978 2.351541 0.268274 -0.35 -0.98 -0.63
H 1.156729 2.055226 -0.890035 -1.25 0.56 2.50
H 1.162938 2.433350 0.988930 0.24 -0.32 -0.80
H -1.376165 -1.680868 -1.124568 0.21 0.04 -0.32
```
Forces are in eV/Å.

Calculated values
- Kohn-Sham gap (eV) = 9.96
- multiplicity = 1
- calculated total energy (a.u.) = -304.90878
- charge = +1
- lowest unoccupied orbital energy (eV) = -5.4

The Mulliken scheme yields these atomic charges, measured in e:
1 C 0.04
2 C -0.86
3 C -0.37
4 C 0.37
5 C -1.09
6 N 0.02
7 N -0.33
8 H 0.38
9 H 0.38
10 H 0.40
11 H 0.44
12 H 0.38
13 H 0.30
14 H 0.31
15 H 0.36
16 H 0.28


Record 6
Molecular formula: C4H12
Method: DFT, ωB97M-V/def2-TZVPD

The geometry in XYZ format:
```
16
Properties=species:S:1:pos:R:3:forces:R:3
C -0.164823 -0.608193 -2.145916 0.16 -1.33 2.77
C -0.083659 0.877816 -2.346212 -1.20 0.58 -1.15
H 0.304335 -1.328909 -2.847655 -0.19 0.60 0.60
H 0.127694 -0.731306 -1.029525 0.68 -0.61 -1.89
H -1.220590 -0.891036 -1.933142 0.34 0.19 -1.06
H 0.834873 1.452703 -2.535065 0.00 -0.90 -0.19
H -0.425415 1.191807 -1.391083 -0.48 1.13 0.71
H -0.867288 1.150455 -3.085214 0.69 0.34 0.26
C -0.430890 -0.617050 2.201882 0.54 0.03 -2.84
C 0.832202 0.301195 2.073597 -0.64 -0.48 -0.13
H -0.628889 -0.326972 3.187611 -0.80 -1.42 1.97
H -1.379661 -0.337127 1.663785 1.19 0.10 -0.01
H -0.145423 -1.655819 1.839689 -0.69 1.00 1.35
H 0.510615 1.210794 2.591405 0.67 0.18 -0.19
H 1.154860 0.564768 1.037109 0.08 -0.47 0.92
H 1.582058 -0.253126 2.718735 -0.36 1.06 -1.12
```
Forces are in eV/Å.

Calculated values
- SMILES string = CC.CC
- Kohn-Sham gap (eV) = 12.18
- multiplicity = 1
- calculated total energy (a.u.) = -159.53438
- lowest unoccupied orbital energy (eV) = 1.1

The Mulliken scheme yields these atomic charges, measured in e:
1 C -0.56
2 C -0.82
3 H 0.31
4 H 0.03
5 H 0.24
6 H 0.29
7 H 0.24
8 H 0.27
9 C -0.92
10 C -0.75
11 H 0.39
12 H 0.26
13 H 0.25
14 H 0.26
15 H 0.28
16 H 0.25